No. 1
Below is a molecular structure, C5H5N3 at a distorted geometry, with properties calculated with the ωB97M-V functional and the def2-TZVPD basis.

Positions of all 13 atoms, in Å:
H  3.384  -1.034  -0.619
C  -1.267  -1.387  -0.068
C  1.720  0.477  0.287
C  0.389  -0.016  0.085
H  -1.319  -2.583  -0.625
C  2.940  -0.019  -0.194
N  -1.984  -0.414  0.243
H  -0.681  2.424  -0.432
H  1.626  1.547  0.889
N  0.165  -1.280  -0.071
C  -1.064  0.593  0.243
H  3.746  0.718  0.108
N  -1.476  1.843  -0.377

Computed properties:
LUMO level   -1.58 eV
Net charge   0
Gap between HOMO and LUMO   8.38 eV
Energy relative to the best compared isomer or geometry (same formula, charge and spin)   457.1 kJ/mol
Total energy   -9730.751 eV

=====

No. 2
Below is C5H5N3 in the gas phase at a distorted geometry, with properties calculated with the ωB97M-V functional and the def2-TZVPD basis.

Positions of all 13 atoms, in Å:
C  -0.935  -0.256  2.191
H  1.280  -0.701  1.864
N  0.561  0.504  -1.913
C  1.558  0.366  -2.734
H  -1.010  -0.346  3.335
N  0.928  -0.021  -0.723
C  0.229  -0.459  1.554
H  1.367  0.609  -3.805
H  2.444  -0.157  -2.341
C  -1.956  0.051  1.149
N  -1.441  0.077  -0.053
H  -2.996  0.498  1.364
C  -0.030  -0.164  0.111

Computed properties:
LUMO level   -1.02 eV
Net charge   0
SMILES   C=N/N=C1/C=CC=N1
Gap between HOMO and LUMO   8.49 eV
Energy relative to the best compared isomer or geometry (same formula, charge and spin)   241.1 kJ/mol
Total energy   -9732.990 eV

=====

Q: Which of these has the lowest total energy?
A: number 2

=====

Q: Number 1 is which compound?
A: C5H5N3